Density functional theory data (ωB97M-V/def2-TZVPD) for an isolated molecule of C4H4BrNO2S at a distorted geometry.

## Properties
Frontier orbital gap (spin up / spin down) in eV: 7.4 / 7.1

Geometry as XYZ:
```
13
Properties=species:S:1:pos:R:3:forces:R:3:nbo_charge:R:1
C -0.741825 -0.107501 1.650518 2.88 1.17 -0.53 -0.05
C -1.572944 -0.885396 1.176029 -3.14 -2.87 -3.94 -0.40
C -0.174463 -0.360044 -1.237302 0.05 0.47 0.68 -0.66
C 0.862913 0.082741 -0.281251 -2.12 -1.51 1.02 -0.01
N 1.177067 1.470308 -0.211142 0.17 -0.52 -0.15 0.45
O 2.134681 1.688820 0.478531 1.18 1.42 0.89 -0.38
O 0.497832 2.294316 -0.791261 -0.30 0.07 -0.11 -0.39
S -1.436509 -1.462516 -0.632243 0.13 -0.24 0.89 0.24
Br 2.301237 -1.122048 0.088598 -0.69 0.44 -0.19 0.13
H -0.079715 0.313764 2.343935 0.20 0.62 0.80 0.25
H -2.561858 -1.429864 1.167615 0.94 0.95 1.75 0.30
H -0.698029 0.413836 -1.744883 -0.08 1.21 0.09 0.27
H 0.291618 -0.896419 -2.007148 0.79 -1.21 -1.21 0.26
```
Forces are in eV/Å.

Density functional theory data (ωB97M-V/def2-TZVPD) for an isolated molecule of C4H4Cl2 at a distorted geometry.

## Properties
SMILES: CC#CC(Cl)Cl
Frontier orbital gap in eV: 11.0

Geometry as XYZ:
```
10
Properties=species:S:1:pos:R:3:forces:R:3:nbo_charge:R:1
C 2.100999 -0.103247 -0.312651 -0.82 -0.72 0.04 -0.68
C 0.674971 -0.029177 -0.013147 1.30 -0.37 -0.62 0.06
C -0.501457 -0.047972 0.123545 -3.08 -0.23 0.80 -0.08
C -1.969769 0.076037 0.429280 1.81 -0.84 -1.18 -0.26
Cl -2.999475 -1.239854 -0.280399 0.62 0.10 0.50 -0.03
Cl -2.507211 1.560340 -0.270683 -0.56 1.33 -0.25 0.03
H 2.616568 -0.331798 0.608064 0.47 -0.28 0.03 0.24
H 2.276550 -0.840783 -1.113673 0.07 0.17 0.53 0.24
H 2.414697 0.845561 -0.658256 0.55 1.03 -0.40 0.24
H -2.105870 0.110891 1.487922 -0.35 -0.18 0.54 0.24
```
Forces are in eV/Å.

Density functional theory data (ωB97M-V/def2-TZVPD) for a cluster of 2 separate species, C4H4Cl2FO2 in total at a distorted geometry.

## Properties
Total charge: -1
Frontier orbital gap in eV: 6.4

Geometry as XYZ:
```
13
Properties=species:S:1:pos:R:3:forces:R:3:nbo_charge:R:1
C 1.209585 -1.053563 0.622877 -0.30 1.12 2.46 0.61
C -1.248886 1.271274 -0.832593 -0.69 1.61 0.27 -0.51
C -1.619285 0.043112 -0.814794 -0.14 -1.29 0.21 0.25
C 1.087736 0.226459 1.181157 0.05 -0.57 -0.55 -0.46
O 2.127930 -1.091250 -0.351577 1.08 -2.08 -2.02 -0.71
O 0.713267 -2.109831 1.043221 -0.65 -0.37 -0.39 -0.77
F -2.613850 -0.534476 -1.521983 -0.05 0.31 -0.32 -0.35
Cl 2.009558 1.530061 0.494711 0.05 0.54 0.02 -0.08
Cl -0.200199 0.711021 2.231381 0.09 -0.24 0.40 -0.06
H -0.637083 1.653720 -0.058526 0.98 -0.19 0.24 0.24
H -1.841805 2.012505 -1.256394 -0.84 1.18 -1.48 0.18
H 2.159100 -2.062681 -0.598905 -0.05 1.55 0.48 0.48
H -1.146069 -0.596352 -0.138573 0.47 -1.59 0.69 0.18
```
Forces are in eV/Å.

Density functional theory data (ωB97M-V/def2-TZVPD) for an isolated molecule of C4H4ClF at a distorted geometry.

## Properties
SMILES: C=C/C(F)=C/Cl
Frontier orbital gap in eV: 9.5

Geometry as XYZ:
```
10
Properties=species:S:1:pos:R:3:forces:R:3:nbo_charge:R:1
C 1.422671 0.279289 0.366643 1.09 -0.16 -0.02 -0.32
C 0.790041 -0.762751 -0.214622 -1.49 3.68 2.12 -0.27
C -0.653365 -0.629657 -0.207104 -0.59 0.44 0.74 0.36
F -1.405809 -1.758119 0.048059 0.80 1.59 -0.37 -0.32
C -1.132543 0.634372 -0.215129 -2.69 -1.27 -0.88 -0.29
Cl -2.869561 0.946361 0.040335 0.98 -0.25 -0.02 -0.03
H 0.816169 1.013346 0.903937 0.48 -0.14 -0.38 0.21
H 2.523066 0.456214 0.371796 -0.96 -0.54 -0.01 0.21
H 1.183454 -1.657828 -0.400123 1.95 -3.25 -1.47 0.22
H -0.674119 1.478771 -0.693792 0.43 -0.10 0.28 0.24
```
Forces are in eV/Å.

It is found that the energy relative to the best compared isomer or geometry (same formula, charge and spin) values, taken in the order of the records, are 125.8; 21.5; 0.0; 20.5 kcal/mol.